Density functional theory data (the ωB97M-V functional and the def2-TZVPD basis) for a structure of composition C31H27ClFN3O9S2Ti.

Geometry as XYZ:
```
75
Properties=species:S:1:pos:R:3:lowdin_spin:R:1
H 0.876 -1.697 -2.811 0.01
C 3.559 -1.452 5.634 0.00
C 0.596 -0.108 -5.812 0.17
O 0.494 1.652 1.129 -0.01
H -2.118 4.343 -3.387 0.00
H -1.917 2.252 2.986 0.00
C -0.004 2.997 -2.145 0.10
C 0.366 1.220 -5.348 0.08
C 0.716 -0.897 -3.518 0.15
C 0.487 0.695 -1.655 0.17
H -0.885 4.228 -6.425 0.00
H 1.161 2.837 -6.523 0.00
Ti 0.767 -0.302 1.115 0.94
C 3.914 -1.215 3.263 0.00
C 3.078 -1.090 4.371 0.00
H 5.828 -1.830 2.565 0.00
O 3.050 0.695 1.662 0.00
H -3.961 -2.928 3.799 0.00
H -4.456 -0.310 -0.465 0.00
C -0.269 3.891 -4.412 0.00
O -0.371 3.596 0.481 0.00
C -4.180 -3.660 1.795 0.00
H -4.438 0.767 1.869 0.00
H -1.798 -0.867 -0.942 0.00
C 5.196 -1.738 3.435 0.00
C -3.575 -0.120 0.120 0.00
C -2.267 -0.402 -0.091 0.00
C 0.279 1.467 -3.997 0.04
H 0.681 4.421 -4.580 0.00
S 1.347 -0.565 4.473 0.01
C -2.021 1.177 3.149 0.00
O 0.874 -0.411 3.098 0.02
H -4.104 -4.355 -0.227 0.00
H -1.578 -2.372 3.523 0.00
C -0.761 3.374 -5.755 0.00
H -0.160 1.962 -7.282 0.00
O 2.488 -1.526 1.057 0.01
N -3.621 0.457 1.377 0.00
N -1.523 -0.017 1.003 0.00
O 0.699 -1.668 5.136 0.00
H -1.073 0.820 3.541 0.00
H -0.219 3.999 -1.808 0.01
C -3.468 -3.111 2.850 0.00
O 1.364 0.678 5.197 0.00
O 0.706 -0.264 -0.813 0.12
H -0.853 5.525 -3.063 0.00
H 2.896 -1.349 6.482 0.00
C -1.440 -3.012 1.474 0.00
C -2.127 -2.804 2.691 0.00
C -1.276 4.878 -3.830 0.00
H -1.723 -3.784 -0.512 0.00
H 0.429 -3.073 0.448 0.00
H 0.646 -0.333 -6.870 0.02
H -2.802 0.993 3.891 0.00
C 0.482 0.429 -3.038 0.05
C -3.547 -3.916 0.592 0.00
N -0.019 2.766 -3.498 0.07
S 3.568 -0.658 1.562 0.00
H -1.746 2.916 -5.609 0.00
C -2.207 -3.590 0.441 0.00
C -2.356 0.507 1.865 0.00
C 0.104 2.490 0.239 0.00
H -1.652 5.517 -4.632 0.00
C 0.754 -1.103 -4.875 0.02
H 0.528 -2.751 2.226 0.00
F 0.965 -2.376 -5.329 -0.01
Cl -5.901 -4.050 1.997 0.00
C 0.198 2.348 -6.324 0.01
C 5.653 -2.108 4.692 0.00
H 5.188 -2.215 6.784 0.00
C 0.222 2.046 -1.225 0.01
H 6.653 -2.514 4.798 0.00
C -0.055 -2.623 1.316 -0.01
C 4.838 -1.949 5.792 0.00
O 4.820 -0.826 0.882 0.00
```

The energy above the lowest of the compared OMol25 structures with the same formula, charge and spin comes out at 51.3 kJ/mol. The calculation puts the LUMO energy (spin up / spin down) at 4.15 / 4.14 eV. As for the spin multiplicity: 3. Its HOMO energy (spin up / spin down) is 0.00145 / -0.05732 Eh. The expectation value of S² is 2.03. The total energy is -115515.54781 eV. As for the maximum force: 1.49 eV/Å. The calculation puts the frontier orbital gap (spin up / spin down) at 0.1510 / 0.2094 Eh. As for the charge: -2.

Density functional theory data (the ωB97M-V functional and the def2-TZVPD basis) for a structure of composition C31H27ClN6O5RuS.

Geometry as XYZ:
```
72
Properties=species:S:1:pos:R:3:lowdin_charge:R:1
C 2.167 -1.910 -0.303 -0.29
C 1.875 1.940 1.706 -0.26
C 0.608 2.171 3.476 -0.10
H -5.108 -2.760 0.876 0.13
C 1.631 1.145 -2.601 -0.07
C 2.819 -4.649 -0.095 -0.65
S 4.075 5.807 3.094 0.65
C 0.983 3.087 -5.700 -0.14
C -4.878 -0.649 0.769 0.01
N 0.104 2.643 4.747 -0.32
C -3.968 0.421 0.603 -0.13
H 2.703 1.753 -0.226 0.05
C 2.810 3.510 3.378 -0.12
H 4.580 8.038 2.964 0.12
C -2.153 -1.199 0.357 -0.17
H -1.669 1.947 -2.169 0.09
H 0.761 -5.021 0.173 0.13
N 1.795 2.563 2.884 0.08
H 2.450 0.606 -2.151 0.09
C -0.485 2.497 -3.831 0.01
C 3.753 7.467 2.537 -0.28
H 4.265 -1.604 -0.624 0.13
C 1.822 1.739 -3.833 0.01
C -4.423 -1.935 0.741 -0.02
H 2.814 7.072 0.612 0.07
C -3.384 2.754 0.532 0.00
C 2.485 4.958 3.015 -0.20
H -0.845 -3.422 0.139 0.13
C -4.340 1.783 0.673 0.05
H 4.585 7.114 0.580 0.08
O 1.898 -0.659 -0.431 -0.18
C 3.504 -2.349 -0.433 0.02
H -2.733 -3.246 0.575 0.12
C 3.826 -3.668 -0.321 -0.02
N 1.155 3.634 -6.694 0.22
C 3.699 7.564 1.020 -0.11
H -5.377 2.039 0.850 0.14
C 0.772 2.430 -4.439 -0.18
H 2.905 3.414 4.454 0.14
H -5.927 -0.429 0.921 0.13
N 0.782 1.171 1.530 -0.01
Cl 3.260 -6.302 0.036 0.76
C 1.526 -4.270 0.018 -0.04
N -0.732 -1.354 0.169 -0.04
C -2.615 0.129 0.370 -0.17
H 2.822 7.757 3.027 0.11
C -3.051 -2.214 0.551 0.03
C -2.064 2.371 0.259 -0.11
O 4.895 5.112 2.124 -0.32
O 0.641 3.616 5.231 0.13
H -0.948 0.803 2.790 0.14
Ru 0.180 0.326 -0.223 1.43
H -3.628 3.804 0.609 0.13
O -0.838 2.031 5.192 0.14
H 2.775 1.660 -4.336 0.14
H 3.827 1.386 1.083 0.12
C 3.021 2.052 0.767 0.05
C -0.013 1.313 2.642 -0.01
C -0.683 1.900 -2.604 -0.07
N -1.695 1.107 0.159 -0.06
C 0.381 1.244 -1.958 -0.23
O 4.473 5.822 4.473 -0.28
H -1.299 3.008 -4.328 0.14
H 2.138 5.059 1.985 0.11
C 1.158 -2.889 -0.061 -0.12
H 3.421 3.066 0.731 0.10
H 4.857 -3.986 -0.409 0.13
H 3.758 3.231 2.923 0.12
H -1.294 3.115 0.094 0.13
C -0.180 -2.568 0.077 0.00
H 3.666 8.611 0.724 0.09
H 1.796 5.415 3.722 0.11
```

The energy above the lowest of the compared OMol25 structures with the same formula, charge and spin comes out at 38.6 kJ/mol. The calculation puts the LUMO energy at -8.06 eV. Its HOMO energy is -0.51288 Eh. The total energy is -77684.75288 eV. As for the maximum force: 2.03 eV/Å. The calculation puts the frontier orbital gap at 0.2168 Eh. As for the charge: +2.

Density functional theory data (the ωB97M-V functional and the def2-TZVPD basis) for a structure of composition C31H27GaN10OSSe.

Geometry as XYZ:
```
72
Properties=species:S:1:pos:R:3:lowdin_charge:R:1
H -4.211 -2.125 -3.350 0.12
C -3.067 -0.904 1.667 0.02
H 0.876 -3.490 -4.083 0.13
C 2.768 -1.485 6.413 -0.11
C 0.291 -1.846 -2.808 -0.03
N 2.258 2.590 -3.652 0.23
C 1.749 0.542 2.701 0.09
N 3.789 -2.332 6.404 0.09
C -1.973 -0.716 0.846 -0.09
C 3.855 -2.190 4.023 0.00
C 0.803 3.415 2.216 -0.02
C 2.011 -2.956 -1.095 -0.02
N 1.859 -3.541 -2.274 0.13
N 0.275 2.630 0.052 0.07
H 2.361 -1.232 7.385 0.12
H 1.377 -0.276 5.315 0.12
H 5.160 -3.359 5.278 0.12
H 3.875 -0.188 -2.988 0.10
C -2.933 -0.408 -3.118 -0.12
H -1.213 0.922 -5.713 0.10
H -1.237 -1.502 0.720 0.12
H 2.950 -0.066 -4.492 0.10
C 2.782 -1.303 4.030 -0.18
Se -1.213 1.918 -2.900 0.88
N 1.044 0.190 0.470 0.11
H -0.422 4.055 -1.271 0.09
H -2.489 2.296 -0.285 0.08
C 2.230 -0.940 5.257 0.00
N 0.466 -1.246 -1.634 0.10
C -5.138 0.026 2.766 -0.83
C 0.734 2.381 1.285 -0.14
C -2.528 -0.790 -5.780 -0.12
H 1.860 1.202 3.549 0.13
H -0.418 -1.408 -3.496 0.11
H -0.213 5.920 0.423 0.13
H -3.128 -0.281 -2.061 0.09
C -2.076 0.445 -3.799 -0.61
C 1.323 -1.794 -0.760 -0.16
H 2.713 -3.419 -0.413 0.13
N -1.760 0.417 0.172 0.00
Ga -0.025 0.837 -1.152 0.24
C 1.000 -3.000 -3.125 -0.05
C -3.991 0.130 1.830 -0.21
S -5.603 1.354 3.621 0.75
N 0.458 4.655 1.906 0.14
C 0.050 4.899 0.669 -0.05
H 2.472 -2.591 1.657 0.13
C -3.769 1.305 1.111 0.00
H 4.343 -2.473 3.099 0.12
C 1.515 -1.055 0.501 -0.17
H -4.460 2.130 1.200 0.11
C -1.868 0.265 -5.157 -0.11
H 2.728 2.839 -4.506 0.14
H 4.268 1.068 -4.184 0.10
C 2.116 -1.571 1.635 0.09
N -5.699 -1.179 2.929 0.11
H -6.492 -1.250 3.547 0.11
H 1.138 3.253 3.233 0.13
N -3.333 -1.626 -5.137 0.08
H 1.548 3.212 -3.305 0.10
C 3.462 0.507 -3.714 0.04
H -5.499 -1.957 2.322 0.11
C -2.662 1.401 0.299 -0.12
H -2.395 -0.971 -6.841 0.12
C -0.056 3.877 -0.267 -0.07
C -3.534 -1.433 -3.839 -0.13
O 1.877 1.085 -2.016 -0.05
H -3.172 -1.836 2.206 0.13
C 4.323 -2.672 5.238 -0.11
C 2.473 1.423 -3.065 -0.51
C 1.180 0.996 1.526 -0.14
C 2.215 -0.774 2.778 -0.10
```

The energy above the lowest of the compared OMol25 structures with the same formula, charge and spin comes out at 0.0 kJ/mol. The calculation puts the LUMO energy at -6.82 eV. Its HOMO energy is -0.47783 Eh. The total energy is -178081.61737 eV. As for the maximum force: 0.86 eV/Å. The calculation puts the frontier orbital gap at 0.2272 Eh. As for the charge: +2.

Density functional theory data (the ωB97M-V functional and the def2-TZVPD basis) for a structure of composition C31H27N2PdS2Sb.

Geometry as XYZ:
```
64
Properties=species:S:1:pos:R:3:lowdin_charge:R:1
S 1.217 1.135 -1.399 0.73
C 2.716 -1.899 0.958 -0.01
S -1.536 1.345 -1.016 0.74
C -3.245 -4.010 -3.592 -0.04
C 1.502 -2.412 -2.529 -0.38
H -0.811 2.510 -7.209 0.13
H -2.483 0.268 -3.974 0.10
H -1.026 2.317 2.563 0.10
C -2.948 -2.015 -1.673 -0.15
C -1.621 0.580 -4.553 -0.12
H 3.203 -2.326 1.838 0.11
C -0.679 1.835 -6.373 -0.03
H 1.447 1.685 -6.645 0.13
C 2.365 -4.616 -2.140 -0.05
C -2.249 -2.559 1.692 -0.02
Sb -0.161 -1.151 -2.616 1.61
C -1.121 -0.332 2.089 -0.02
H 4.495 -4.811 -2.281 0.12
C -0.091 1.846 2.864 0.00
C 1.375 -1.358 1.352 -0.30
H -4.934 -2.542 -1.048 0.12
C -4.268 -3.747 -2.689 -0.03
Pd -0.140 -0.244 -0.145 0.45
H -5.186 -4.316 -2.735 0.12
H 4.874 -2.428 -2.805 0.12
H 2.159 0.527 2.049 0.15
H 1.771 0.174 -4.732 0.10
N 2.025 3.759 -3.815 0.23
N -2.478 4.186 -3.256 0.23
C 1.262 -0.072 1.933 -0.02
C -1.924 -2.289 -2.573 -0.37
H -1.280 -3.480 -4.259 0.11
H 3.365 -1.113 0.574 0.10
H -2.848 -1.218 -0.945 0.05
H -2.091 0.074 2.354 0.15
C -1.048 -1.667 1.646 -0.29
C 0.593 1.373 -6.058 -0.05
H -0.085 1.792 3.955 0.11
C 3.653 -4.135 -2.345 -0.04
C -0.340 0.129 -4.241 -0.39
C -4.124 -2.750 -1.734 -0.05
H 2.623 -2.684 0.208 0.07
H 0.275 -4.136 -2.080 0.10
C 2.792 -1.922 -2.729 -0.13
C 1.024 3.528 -3.299 -0.19
H 2.204 -5.664 -1.922 0.12
H -2.770 1.810 -5.875 0.12
C 0.775 0.521 -4.980 -0.11
H -2.380 -2.905 2.719 0.11
C -1.439 3.763 -3.001 -0.19
H -3.160 -2.032 1.413 0.09
H -2.128 -3.425 1.047 0.09
C -0.201 3.131 -2.677 -0.31
H 0.740 2.478 2.558 0.10
H 2.967 -0.879 -2.957 0.09
C 0.029 0.466 2.295 -0.28
C 1.280 -3.755 -2.227 -0.13
C -2.069 -3.277 -3.542 -0.11
C 0.213 -2.151 1.237 -0.04
H -3.367 -4.779 -4.342 0.12
C -0.191 2.091 -1.822 -1.04
C 3.869 -2.794 -2.639 -0.05
H 0.303 -3.160 0.853 0.14
C -1.784 1.442 -5.627 -0.05
```

The energy above the lowest of the compared OMol25 structures with the same formula, charge and spin comes out at 9.0 kJ/mol. The calculation puts the LUMO energy at -8.32 eV. Its HOMO energy is -0.53589 Eh. The total energy is -67236.63424 eV. As for the maximum force: 0.67 eV/Å. The calculation puts the frontier orbital gap at 0.2302 Eh. As for the charge: +2.